Entry from the Open Molecules 2025 dataset: a molecular structure, C2H4BrClIN (the ωB97M-V functional and the def2-TZVPD basis).

```
10
Properties=species:S:1:pos:R:3
C 0.1326 -0.1692 -1.1331
H 0.9199 -0.0443 1.7728
Br -1.5050 1.3683 -1.3676
H 0.4533 1.2973 0.8541
H 0.0902 -0.8666 -1.9916
I -1.2844 -2.2763 0.2572
N 0.1401 -0.6753 0.1076
C 0.1574 0.3002 1.1972
H -0.7568 0.4043 1.8288
Cl 1.6526 0.6615 -1.5255
```

**E_LUMO**: -1.4 eV
**Orbital gap**: 8.20 eV
**HOMO energy**: -9.6 eV

How positive or negative is each atom? The Mulliken charges in e answer that: number 1, C, carries -0.14; number 2, H, carries 0.41; number 3, Br, carries -0.23; number 4, H, carries 0.40; number 5, H, carries 0.45; number 6, I, carries 0.20; number 7, N, carries -0.36; number 8, C, carries -0.86; number 9, H, carries 0.25; number 10, Cl, carries -0.12